(1)
# C10H29N5O6Zn

A molecular structure, C10H29N5O6Zn at a distorted geometry (ωB97M-V/def2-TZVPD, the Open Molecules 2025 dataset).

Results
HOMO energy = -14.86 eV
E = -2902.47624 hartree
LUMO = -5.18 eV
charge = +2
orbital gap = 0.356 Eh

Atoms and positions in Å:
Zn -13.170 -14.761 -8.840
C -13.869 -12.038 -7.478
O -13.837 -13.139 -7.981
N -12.986 -11.130 -7.674
N -14.889 -11.574 -6.783
H -12.189 -11.353 -8.253
H -13.157 -10.236 -7.235
H -15.646 -12.120 -6.396
H -14.865 -10.605 -6.500
C -15.632 -16.363 -9.640
O -15.028 -15.433 -9.163
N -15.710 -16.545 -10.913
N -16.134 -17.358 -9.019
H -16.040 -17.404 -11.329
H -15.521 -15.815 -11.585
H -16.558 -18.058 -9.611
H -16.116 -17.368 -8.009
C -12.387 -17.074 -10.937
O -12.669 -16.542 -9.627
C -12.320 -17.577 -8.607
C -11.880 -16.799 -7.322
N -12.807 -15.680 -7.001
C -12.270 -14.969 -5.802
C -12.218 -15.658 -4.477
O -13.397 -15.871 -3.750
C -13.087 -16.192 -2.375
H -12.978 -17.977 -11.090
H -11.343 -17.343 -11.100
H -12.652 -16.405 -11.755
H -11.477 -18.184 -8.935
H -13.205 -18.201 -8.475
H -10.853 -16.443 -7.400
H -11.812 -17.510 -6.499
H -13.520 -16.188 -6.497
H -12.935 -14.183 -5.445
H -11.372 -14.454 -6.144
H -11.472 -15.188 -3.838
H -11.698 -16.599 -4.658
H -12.711 -15.405 -1.721
H -12.392 -17.030 -2.313
H -13.991 -16.478 -1.837
C -12.335 -13.173 -11.119
C -11.076 -13.664 -10.387
O -11.351 -13.941 -9.013
O -13.461 -13.920 -10.726
H -12.313 -13.437 -12.177
H -12.508 -12.100 -11.039
H -10.229 -12.984 -10.477
H -10.729 -14.563 -10.897
H -10.552 -13.674 -8.555
H -14.209 -13.726 -11.296

---

(2)
# C5H13NO

2 unconnected molecules or ions with the total composition C5H13NO (ωB97M-V/def2-TZVPD, the Open Molecules 2025 dataset).

Results
HOMO energy = -8.66 eV
SMILES string = CN1CCCC1.O
E = -328.27928 hartree
LUMO = 0.78 eV
charge = 0
orbital gap = 0.347 Eh

Atoms and positions in Å:
C -1.096 -0.060 -1.485
N -0.813 -1.100 -0.491
C 0.603 -1.457 -0.492
C -1.185 -0.472 0.767
C -0.879 1.059 0.646
C -0.603 1.266 -0.859
H -2.184 0.006 -1.607
H -0.592 -0.291 -2.421
H 1.251 -0.565 -0.348
H 0.902 -1.879 -1.452
H 0.813 -2.145 0.327
H -0.693 -0.924 1.622
H -2.265 -0.575 0.891
H -0.082 1.409 1.290
H -1.770 1.605 0.974
H -1.131 2.147 -1.238
H 0.465 1.420 -1.017
H 2.350 0.118 1.382
H 3.662 -0.031 2.111
O 3.248 0.468 1.400

---

(3)
# C5H8O2S

2 unconnected molecules or ions with the total composition C5H8O2S at a distorted geometry (ωB97M-V/def2-TZVPD, the Open Molecules 2025 dataset).

Results
HOMO energy (alpha / beta) = -7.93 / -7.93 eV
E = -743.88337 hartree
LUMO (alpha / beta) = -0.02 / -0.02 eV
charge = 0
orbital gap (alpha / beta) = 0.291 / 0.291 Eh

Atoms and positions in Å:
C 0.031 -1.233 -0.834
C 0.435 1.117 -0.432
C 1.708 1.102 0.229
C -2.071 -0.123 0.125
C -0.696 -0.668 0.288
O 1.205 -1.742 -0.820
O -0.118 1.644 -1.333
S 0.069 -0.798 1.880
H -0.403 -1.242 -1.871
H 1.554 1.178 1.287
H 2.208 0.197 -0.093
H 2.278 1.937 -0.113
H -2.287 0.534 0.904
H -2.892 -0.932 0.113
H -2.020 0.524 -0.680
H 1.000 -1.497 1.350

---

(4)
# C9H18N3O

A gas-phase ion, C9H18N3O (charge +1) at a distorted geometry (ωB97M-V/def2-TZVPD, the Open Molecules 2025 dataset).

Results
HOMO energy = -14.20 eV
SMILES string = CC(C)(C)[N@@+]1(CCO)CC=NC=N1
E = -592.82248 hartree
LUMO = -3.67 eV
charge = +1
orbital gap = 0.387 Eh

Atoms and positions in Å:
C 0.502 0.844 2.298
C -1.264 1.630 1.260
C 0.959 0.225 0.988
C 1.453 -0.722 -1.775
C -0.892 -0.040 -2.246
C 0.886 1.679 -1.601
C -0.756 -1.421 0.333
C -1.187 -1.506 1.786
C 0.316 0.243 -1.401
N -0.647 1.350 2.464
N -1.193 1.062 0.146
N -0.139 -0.090 0.036
O -0.070 -1.502 2.694
H 1.327 0.632 2.978
H -1.974 2.579 1.350
H 1.760 0.947 0.644
H 1.536 -0.802 1.139
H 2.434 -0.250 -1.378
H 1.168 -1.643 -1.413
H 1.592 -0.939 -2.864
H -1.083 -1.137 -2.489
H -0.673 0.393 -3.138
H -1.712 0.360 -1.845
H 0.737 1.946 -2.685
H 0.184 2.373 -1.191
H 1.993 1.918 -1.214
H -1.600 -1.523 -0.235
H 0.117 -2.229 0.076
H -1.922 -0.616 1.847
H -1.669 -2.393 1.842
H -0.183 -1.370 3.593

---

(5)
# C6H22NO4

5 unconnected molecules or ions with the total composition C6H22NO4 at a distorted geometry (ωB97M-V/def2-TZVPD, the Open Molecules 2025 dataset).

Results
HOMO energy = -12.56 eV
E = -597.25475 hartree
LUMO = -2.80 eV
charge = +1
orbital gap = 0.359 Eh

Atoms and positions in Å:
C -0.363 -2.281 -1.038
C 0.527 -1.157 -0.524
C 0.088 -0.739 0.870
C 1.014 0.195 1.608
C 1.840 1.072 1.042
C 1.053 0.052 3.108
N 0.365 0.049 -1.475
H -1.398 -2.173 -0.737
H 0.145 -3.189 -0.715
H -0.352 -2.420 -2.124
H 1.575 -1.367 -0.678
H -0.090 -1.692 1.387
H -0.974 -0.476 0.757
H 1.910 1.467 0.036
H 2.630 1.498 1.653
H 0.806 -0.965 3.388
H 2.030 0.229 3.560
H 0.427 0.815 3.572
H 1.164 0.668 -1.583
H -0.476 0.618 -1.312
H 0.184 -0.276 -2.427
H -2.854 1.948 -1.030
H -2.247 1.017 -0.050
O -2.801 1.001 -0.841
H -1.198 1.265 -4.124
H 0.372 1.737 -4.035
O -0.374 1.293 -3.626
H 1.052 -3.711 3.269
H -0.457 -3.322 3.498
O 0.322 -3.161 2.958
H -1.337 3.847 -2.309
H -1.427 4.393 -0.707
O -1.158 3.764 -1.375

---

(6)
# H2IO

2 unconnected molecules or ions with the total composition H2IO at a distorted geometry (ωB97M-V/def2-TZVPD, the Open Molecules 2025 dataset).

Results
HOMO energy = -3.60 eV
E = -374.22817 hartree
LUMO = 3.92 eV
charge = -1
orbital gap = 0.277 Eh

Atoms and positions in Å:
O -0.171 -0.286 -3.469
H 0.314 0.451 -3.903
H -0.159 -0.062 -2.511
I -0.010 -0.011 -0.199

---

Question: Number 3 is which compound?
Answer: C5H8O2S

---

Question: Among the records above, which one has the highest charge?
Answer: C10H29N5O6Zn

---

Question: Which of these has the lowest E?
Answer: C10H29N5O6Zn